DFT (ωB97M-V with the def2-TZVPD basis set) results for C5H8O in the gas phase.

Output
* SMILES string: O=C1CCCC1
* energy above the lowest of the compared OMol25 structures with the same formula, charge and spin: 0.072 eV
* HOMO level: -9.4 eV
* LUMO level: 0.95 eV

Last columns: bonded neighbours and bond lengths (Å).
Atoms and positions in Å:
1 O 0.85726 -1.98281 -1.36065  C2 1.208
2 C 0.54495 -0.98859 -0.75029  O1 1.208, C3 1.526, C6 1.522
3 C 0.86369 -0.71464 0.71644  C2 1.526, C4 1.539, H7 1.094, H8 1.097
4 C -0.05925 0.43923 1.14803  C3 1.539, C5 1.553, H9 1.093, H10 1.094
5 C -0.96877 0.75877 -0.06923  C4 1.553, C6 1.533, H11 1.094, H12 1.096
6 C -0.24349 0.19316 -1.29509  C2 1.522, C5 1.533, H13 1.093, H14 1.099
7 H 0.73821 -1.63289 1.29699  C3 1.094
8 H 1.92474 -0.44547 0.78193  C3 1.097
9 H -0.66086 0.16585 2.01926  C4 1.093
10 H 0.52481 1.31920 1.43376  C4 1.094
11 H -1.17453 1.83020 -0.15434  C5 1.094
12 H -1.93618 0.25627 0.04344  C5 1.096
13 H -0.89554 -0.11210 -2.11695  C6 1.093
14 H 0.48495 0.91383 -1.69332  C6 1.099